Below is a cluster of 2 separate species, C3H6O3 in total at a distorted geometry, with properties calculated with ωB97M-V/def2-TZVPD.

The geometry in XYZ format:
```
12
Properties=species:S:1:pos:R:3
C -1.52 -0.38 0.52
C -0.27 -0.89 1.04
O -0.59 0.60 0.92
H -1.66 -0.46 -0.55
H -2.40 -0.45 1.14
H 0.40 -1.43 0.37
H -0.13 -1.11 2.09
O 1.48 -0.46 -0.92
C 1.53 0.67 -1.35
O 0.73 1.65 -0.96
H 2.26 0.97 -2.11
H 0.16 1.28 -0.20
```

For the HOMO energy, the calculation gives -10.32 eV. As for the structure (SMILES): C1CO1.O=CO. Its energy above the lowest of the compared OMol25 structures with the same formula, charge and spin is 2.182 eV. Its LUMO energy is 1.02 eV. For the HOMO-LUMO gap, the calculation gives 11.3367 eV.



Below is a cluster of 2 separate species, C3H6O3 in total, with properties calculated with ωB97M-V/def2-TZVPD.

The geometry in XYZ format:
```
12
Properties=species:S:1:pos:R:3
O -2.05 -0.41 0.90
C -1.22 0.46 0.76
C -0.20 0.39 -0.33
C 0.99 1.23 -0.35
O 1.00 0.07 0.45
H -1.06 1.25 1.51
H -0.47 -0.21 -1.20
H 1.63 1.13 -1.23
H 1.01 2.18 0.17
O 0.18 -2.25 -0.55
H 0.82 -1.69 -0.07
H -0.63 -2.13 -0.04
```

For the HOMO energy, the calculation gives -10.51 eV. As for the structure (SMILES): O=C[C@H]1CO1.O. Its energy above the lowest of the compared OMol25 structures with the same formula, charge and spin is 2.784 eV. Its LUMO energy is 0.42 eV. For the HOMO-LUMO gap, the calculation gives 10.9306 eV.



Below is the molecule C3H6O3 at a distorted geometry, with properties calculated with ωB97M-V/def2-TZVPD.

The geometry in XYZ format:
```
12
Properties=species:S:1:pos:R:3
O -2.00 -0.36 0.50
C -1.03 0.38 0.39
O -0.67 1.33 1.32
C 0.00 0.18 -0.65
C 1.17 -0.75 -0.26
O 2.17 -0.64 -1.24
H -1.26 1.17 2.11
H 0.45 1.19 -0.96
H -0.54 -0.40 -1.39
H 0.75 -1.77 0.01
H 1.67 -0.40 0.71
H 2.06 -1.38 -1.99
```

For the HOMO energy, the calculation gives -10.46 eV. As for the structure (SMILES): O=C(O)CCO. Its energy above the lowest of the compared OMol25 structures with the same formula, charge and spin is 1.050 eV. Its LUMO energy is 0.66 eV. For the HOMO-LUMO gap, the calculation gives 11.1205 eV.



Below is a structure of composition C3H6O3 at a distorted geometry, with properties calculated with ωB97M-V/def2-TZVPD.

The geometry in XYZ format:
```
12
Properties=species:S:1:pos:R:3
C 1.67 -0.51 0.14
O 0.85 -0.12 1.21
C 0.03 0.66 0.22
O 0.25 1.79 -0.10
C -1.23 -0.16 0.09
O -2.02 0.09 -1.03
H 1.00 -0.24 -0.78
H 2.52 0.16 0.04
H 1.89 -1.58 0.07
H -1.00 -1.22 0.13
H -1.71 0.12 1.04
H -2.25 1.02 -1.02
```

For the HOMO energy, the calculation gives -10.56 eV. Its energy above the lowest of the compared OMol25 structures with the same formula, charge and spin is 2.647 eV. Its LUMO energy is 0.70 eV. For the HOMO-LUMO gap, the calculation gives 11.2599 eV.



> Among the records above, which one has the highest LUMO?

number 1